10
Properties=species:S:1:pos:R:3:forces:R:3:nbo_charge:R:1 method="wB97M-V/def2-TZVPD" e_homo_ev=-9.6975 fmax_ev_per_a=0.96 relative_energy_kj_mol=47.09 lumo_energy_ev=0.68 total_energy_ev=-7740.2633 smiles="NCC(=O)O"
N -0.9424 -0.7319 0.9759 0.3362 0.5043 0.1603 -0.8265
C -0.6147 0.4434 0.1598 -0.8954 -0.3312 0.0513 -0.3271
C 0.8170 0.5074 -0.2633 0.3400 0.3983 -0.0778 0.7728
O 1.5388 1.4478 -0.0697 0.0141 0.0220 -0.1262 -0.5736
O 1.2287 -0.5845 -0.9465 -0.1248 0.0011 -0.2524 -0.6940
H -1.7991 -1.1612 0.6685 0.0619 -0.2017 -0.0484 0.3653
H -0.1854 -1.3988 0.9599 -0.1781 -0.2069 -0.0510 0.3692
H -1.2279 0.4350 -0.7438 0.1830 -0.0032 -0.3146 0.2044
H -0.8732 1.3807 0.6480 0.2667 -0.0447 0.3285 0.2099
H 2.0582 -0.3379 -1.3889 -0.0037 -0.1379 0.3302 0.4994